1.
A structure of composition C37H57ClIKN2O2P2S3Si4, computed with the ωB97M-V functional and the def2-TZVPD basis.

Cartesian coordinates (Å):
K (0.179908, 0.067114, -0.039987)
C (1.568777, 2.129660, -4.622373)
P (0.323569, 1.922839, -3.282627)
C (0.009865, 0.124077, -3.479216)
C (-1.194378, 2.629143, -4.052612)
C (-1.200863, 3.190315, -5.331342)
C (-2.343290, 3.774802, -5.857456)
C (-3.510613, 3.803976, -5.110718)
C (-3.517008, 3.250524, -3.839517)
C (-2.375982, 2.669351, -3.292067)
P (-2.383374, 1.950063, -1.583845)
C (-3.867978, 0.877030, -1.685021)
C (-3.101130, 3.361266, -0.641564)
H (1.264334, 1.663292, -5.563265)
H (2.474787, 1.633016, -4.270396)
H (1.804360, 3.180699, -4.793663)
H (-0.176509, -0.115587, -4.529721)
H (-0.833025, -0.223388, -2.879187)
H (0.889630, -0.428044, -3.134662)
H (-0.300568, 3.172022, -5.931466)
H (-2.321394, 4.202832, -6.853021)
H (-4.410498, 4.253507, -5.513686)
H (-4.434176, 3.275856, -3.261750)
H (-4.751707, 1.425277, -2.020841)
H (-4.053415, 0.467915, -0.690698)
H (-3.666721, 0.039651, -2.352879)
H (-4.056885, 3.700509, -1.048758)
H (-2.399356, 4.196390, -0.625733)
H (-3.248018, 3.023114, 0.386069)
S (0.875485, 0.919758, 3.403452)
C (0.152592, 2.434718, 3.609938)
N (-0.773916, 3.016805, 2.886087)
C (-1.088351, 4.276656, 3.345623)
C (-2.042185, 5.118652, 2.772407)
C (-2.284924, 6.362973, 3.332212)
C (-1.589562, 6.787584, 4.463715)
C (-0.637258, 5.963093, 5.047637)
C (-0.389774, 4.717815, 4.489069)
S (0.746440, 3.487918, 4.944371)
H (-2.584471, 4.783331, 1.899130)
H (-3.026856, 7.013338, 2.883952)
H (-1.789345, 7.763996, 4.888213)
H (-0.087624, 6.291492, 5.921784)
Cl (-5.853257, -4.351387, 1.752617)
C (-4.641586, -3.417117, 0.890839)
C (-4.396007, -3.694687, -0.424890)
C (-3.437371, -2.972533, -1.136800)
I (-3.151530, -3.346420, -3.169711)
C (-2.640361, -1.952416, -0.570703)
O (-1.751212, -1.315967, -1.184961)
C (-2.966809, -1.646531, 0.833407)
N (-2.283082, -0.617943, 1.386560)
C (-2.530739, -0.279033, 2.629854)
C (-3.477099, -0.947773, 3.425658)
C (-4.178864, -1.989874, 2.890213)
C (-3.948382, -2.374343, 1.551045)
H (-4.953069, -4.479938, -0.918853)
H (-1.950224, 0.545086, 3.029857)
H (-3.633038, -0.632783, 4.449523)
H (-4.913138, -2.529412, 3.474127)
C (3.272662, 3.122474, 1.599900)
S (2.662125, 2.975041, -0.083006)
C (1.064700, 3.747753, 0.193560)
O (2.393957, 1.517757, -0.289588)
H (3.281278, 4.171824, 1.897284)
H (4.284167, 2.718834, 1.614470)
H (2.626078, 2.522507, 2.246730)
H (1.209979, 4.800914, 0.440092)
H (0.536291, 3.235553, 1.001078)
H (0.518763, 3.646338, -0.744738)
C (5.157644, -0.993574, -0.684620)
Si (4.211286, -2.474813, 0.036184)
C (4.042576, -2.107535, 1.889755)
C (5.441426, -3.926960, -0.088903)
Si (2.099751, -2.611735, -0.942426)
Si (2.619675, -3.806988, -2.881830)
C (1.179948, -3.797706, -4.114208)
C (3.127456, -5.636799, -2.725849)
C (4.044132, -2.993909, -3.848910)
Si (1.096820, -4.277963, 0.359348)
C (-0.379308, -5.054138, -0.538770)
C (0.376402, -3.499085, 1.930542)
C (2.155139, -5.743227, 0.963611)
H (6.118043, -0.834757, -0.181281)
H (4.550330, -0.089831, -0.586398)
H (5.353218, -1.142463, -1.750238)
H (5.013072, -1.913806, 2.359122)
H (3.571066, -2.939361, 2.421607)
H (3.412113, -1.226046, 2.037167)
H (6.361193, -3.702529, 0.463761)
H (5.712674, -4.117800, -1.130999)
H (5.012490, -4.846790, 0.316989)
H (0.291277, -4.284609, -3.705324)
H (1.455369, -4.304030, -5.046516)
H (0.896993, -2.769296, -4.352011)
H (2.311275, -6.223563, -2.296329)
H (3.994020, -5.743245, -2.069084)
H (3.377677, -6.072178, -3.700415)
H (3.814325, -1.942419, -4.043935)
H (4.194989, -3.494278, -4.811928)
H (4.986283, -3.028977, -3.296296)
H (-1.040680, -4.271139, -0.916920)
H (-0.964217, -5.695021, 0.129484)
H (-0.057135, -5.656897, -1.392205)
H (-0.390165, -2.766745, 1.661349)
H (1.145559, -2.967681, 2.499765)
H (-0.087564, -4.239500, 2.590474)
H (2.582884, -6.287187, 0.116853)
H (1.544974, -6.441698, 1.547595)
H (2.981917, -5.408029, 1.596396)

Atomic forces in eV per Å
-0.054 -0.062 0.176
-0.025 -0.078 -0.035
0.053 0.022 0.101
0.034 -0.004 -0.118
-0.020 0.006 -0.036
0.010 -0.012 0.020
0.009 -0.003 -0.013
-0.020 0.002 0.017
0.009 0.001 -0.016
-0.060 0.023 -0.011
0.020 -0.024 0.043
-0.004 0.060 -0.012
-0.025 -0.020 -0.017
0.022 0.006 -0.001
0.009 0.010 -0.008
-0.008 0.014 0.025
-0.012 -0.032 0.021
-0.011 0.028 0.011
0.009 0.012 0.011
-0.003 0.003 -0.004
0.005 -0.002 -0.001
0.003 -0.002 -0.002
0.008 -0.006 0.009
-0.007 -0.022 -0.003
0.005 -0.005 0.000
0.011 -0.001 0.005
0.007 0.016 0.019
0.016 -0.007 -0.001
0.005 0.005 0.009
-0.092 0.071 -0.034
0.217 0.058 -0.026
-0.082 -0.009 0.029
-0.070 -0.111 0.091
-0.020 0.051 0.021
0.009 -0.016 -0.020
-0.002 0.009 0.002
0.051 0.012 0.003
0.104 0.038 -0.104
-0.136 -0.057 0.047
-0.007 -0.018 -0.031
0.002 0.000 0.002
-0.004 -0.004 0.005
-0.012 -0.003 0.008
-0.014 -0.009 0.011
0.003 -0.011 -0.044
-0.006 0.013 0.002
-0.023 0.098 -0.022
0.013 -0.023 0.002
-0.043 0.011 0.016
-0.069 -0.057 -0.041
-0.014 -0.068 -0.078
-0.034 -0.003 0.025
0.057 0.039 -0.026
-0.026 -0.010 0.021
0.003 -0.019 -0.007
0.032 0.047 0.057
0.000 -0.002 0.003
-0.002 0.004 -0.002
0.002 -0.006 0.001
0.002 0.004 0.006
0.012 -0.037 -0.006
-0.098 -0.124 0.050
0.019 -0.038 -0.026
0.148 0.208 -0.052
-0.012 -0.001 -0.003
-0.003 -0.001 -0.023
0.006 0.036 -0.004
-0.001 0.000 -0.006
0.019 -0.005 -0.012
-0.004 0.013 0.007
-0.015 -0.004 -0.018
-0.010 0.020 0.006
-0.006 -0.029 0.007
-0.028 0.000 0.026
0.048 -0.062 -0.124
0.027 0.009 0.094
-0.015 -0.034 -0.006
-0.020 0.020 -0.022
-0.005 0.014 0.007
0.020 0.019 0.004
0.057 0.009 0.003
0.063 0.060 -0.014
-0.007 -0.009 -0.024
0.000 -0.011 0.017
-0.001 -0.008 0.016
0.006 0.000 -0.008
0.015 0.001 -0.018
0.018 0.015 -0.017
0.001 0.001 0.019
0.003 0.000 -0.003
-0.008 -0.009 -0.002
0.006 0.012 -0.012
-0.004 -0.002 0.020
-0.011 -0.010 -0.002
-0.011 0.010 -0.004
0.001 -0.005 0.011
-0.002 -0.004 0.013
-0.004 0.026 -0.013
0.015 -0.002 0.005
-0.002 -0.006 0.001
-0.001 -0.003 0.011
0.017 -0.011 -0.012
0.012 -0.005 0.015
0.001 -0.006 -0.028
-0.018 0.008 0.019
-0.044 -0.016 -0.008
0.003 -0.026 -0.021
0.005 0.014 0.036
-0.004 -0.003 0.005
-0.016 0.019 -0.015

Energy relative to the best compared isomer or geometry (same formula, charge and spin)   7.1 kcal per mole
Net charge   -2
Maximum force   0.261 eV Å⁻¹
Frontier orbital gap   5.004 eV

2.
A structure of composition C5H6BaLiO4, computed with the ωB97M-V functional and the def2-TZVPD basis.

Cartesian coordinates (Å):
O (-4.249408, -1.951490, -0.292906)
C (-3.307072, -1.203836, -0.649540)
O (-2.751881, -1.277842, -1.771433)
O (-2.885205, -0.308459, 0.267024)
C (-1.700011, 0.436003, -0.000087)
Li (-4.141857, -2.636600, -2.127993)
H (-1.819135, 1.380532, 0.548112)
H (-1.702459, 0.755022, -1.047693)
C (0.189470, -0.494043, -0.362938)
C (-0.469687, -0.351559, 0.834553)
H (0.309824, 0.070934, -1.288700)
H (0.968096, -1.267529, -0.379379)
Ba (2.028728, 1.370121, 2.037991)
O (0.736167, -0.238853, 2.888447)
C (-0.103555, -0.993758, 2.100290)
H (0.286622, -2.015614, 1.944373)
H (-1.265984, -0.553608, 2.297226)

Atomic forces in eV per Å
0.075 0.200 -0.354
-0.440 -0.992 0.060
0.212 0.135 -0.541
0.232 0.563 0.340
-2.144 1.239 4.403
0.250 0.425 0.564
-0.606 0.005 -0.048
1.106 -1.045 0.122
3.745 -1.914 1.901
1.647 2.417 -9.601
-1.377 -0.034 0.194
0.438 -0.173 0.064
-0.570 -0.648 0.158
1.231 0.927 -0.178
-4.347 1.975 0.424
-1.107 0.123 0.399
1.656 -3.202 2.093

Net charge   +1
Maximum force   10.037 eV Å⁻¹
Frontier orbital gap   7.396 eV

3.
An isolated molecule of C3H4O3, computed with the ωB97M-V functional and the def2-TZVPD basis.

Cartesian coordinates (Å):
O (0.406984, 2.291393, -0.068097)
C (0.163309, 1.100935, -0.005132)
C (0.126823, 0.108380, -1.163714)
O (-0.013231, -1.007956, -0.382663)
C (-0.136485, -0.930261, 0.934537)
O (-0.558419, 0.510723, 1.113098)
H (1.067785, 0.146251, -1.635022)
H (-0.745836, 0.623190, -1.734939)
H (-1.075373, -1.655475, 1.384081)
H (0.764444, -1.187179, 1.557851)

Atomic forces in eV per Å
-0.120 -2.514 0.530
-1.888 3.678 0.938
-0.976 3.255 2.962
-0.245 -4.631 -3.353
-3.639 0.669 3.510
2.969 -0.889 -1.543
0.854 -0.194 -1.147
1.053 -2.001 0.357
2.492 2.070 -1.433
-0.500 0.556 -0.819

Structure (SMILES)   O=C1COCO1
Energy relative to the best compared isomer or geometry (same formula, charge and spin)   62.9 kcal per mole
Net charge   0
Maximum force   5.722 eV Å⁻¹
Frontier orbital gap   10.838 eV

4.
A structure of composition C29H30BrMnN7O8S3, computed with the ωB97M-V functional and the def2-TZVPD basis.

Cartesian coordinates (Å):
Mn (0.407482, -0.541952, 0.089509)
N (0.507494, -0.549353, 2.223343)
C (1.845634, -0.270738, 2.736393)
C (2.200433, -1.024457, 4.011483)
C (1.336227, -0.666565, 5.226234)
C (1.503002, 0.764596, 5.747607)
N (1.105180, 1.787553, 4.767244)
C (-0.120002, 1.930732, 4.276029)
N (-1.156682, 1.353845, 4.889658)
N (-0.335001, 2.669843, 3.188776)
C (2.873952, -0.588146, 1.597546)
O (4.053346, -0.646491, 1.888844)
O (2.343210, -0.654450, 0.434115)
H (-0.215172, -0.062087, 2.741395)
H (0.335026, -1.579475, 2.367431)
H (1.952084, 0.799466, 2.896163)
H (3.258161, -0.837093, 4.207048)
H (2.083925, -2.093608, 3.825109)
H (1.599465, -1.342278, 6.042327)
H (0.285213, -0.856335, 4.989078)
H (2.548150, 0.950523, 5.986595)
H (0.932130, 0.912072, 6.668938)
H (1.853349, 2.245139, 4.273861)
H (-1.030573, 0.835437, 5.740129)
H (-2.088595, 1.445484, 4.525475)
H (0.408498, 2.904168, 2.539309)
H (-1.264632, 2.749928, 2.809961)
O (-0.032300, -1.312481, -3.769731)
C (-0.465155, -0.999923, -2.676873)
O (0.302430, -0.655997, -1.693443)
C (-1.962846, -0.994218, -2.453076)
C (-2.743130, -1.171400, -3.589957)
C (-4.124616, -1.144413, -3.534468)
C (-4.759060, -0.935741, -2.318378)
C (-4.005296, -0.749751, -1.179398)
C (-2.607457, -0.766541, -1.231898)
S (-1.824835, -0.449650, 0.294273)
H (-2.234529, -1.326719, -4.530662)
H (-4.704377, -1.270614, -4.439002)
H (-5.839226, -0.905941, -2.259940)
H (-4.482846, -0.562872, -0.225421)
N (1.792185, 4.462509, -6.681885)
C (0.974922, 4.158010, -5.611151)
C (0.458147, 2.865728, -5.458824)
C (-0.415313, 2.575602, -4.433196)
C (-0.782983, 3.575954, -3.542494)
C (-0.276104, 4.859798, -3.671491)
C (0.598377, 5.151231, -4.700781)
S (-1.896542, 3.205723, -2.221929)
O (-3.071898, 2.586709, -2.755320)
O (-2.072656, 4.412430, -1.436073)
N (-1.089861, 2.069847, -1.357110)
C (-0.125925, 2.398762, -0.544320)
S (0.277825, 4.073167, -0.063685)
C (1.629925, 3.474054, 0.848939)
C (1.672495, 2.134088, 0.804065)
N (0.674167, 1.500055, 0.093786)
H (2.244622, 3.695115, -7.146328)
H (2.341574, 5.300596, -6.614723)
H (0.749276, 2.089974, -6.156765)
H (-0.809973, 1.574549, -4.316682)
H (-0.579650, 5.619500, -2.963985)
H (0.994627, 6.153528, -4.813366)
H (2.346802, 4.141088, 1.301820)
H (2.474968, 1.533859, 1.205132)
Br (0.302668, -8.676925, 2.101803)
C (0.295530, -7.214274, 0.885760)
C (0.288794, -7.471335, -0.475477)
C (0.280468, -6.401614, -1.359122)
C (0.288364, -5.099631, -0.885558)
C (0.300849, -4.861790, 0.483490)
C (0.299215, -5.924710, 1.379411)
C (0.315708, -3.458199, 1.016416)
O (0.309017, -3.284953, 2.253477)
O (0.319690, -2.541804, 0.138817)
H (0.294035, -8.490732, -0.835420)
H (0.269029, -6.591558, -2.424272)
H (0.288944, -4.258908, -1.565630)
H (0.300635, -5.724911, 2.441018)

Atomic forces in eV per Å
-0.970 0.159 1.447
-0.356 -0.463 -0.271
0.682 -0.372 -0.376
-0.184 0.120 0.131
0.183 0.019 -0.096
-0.208 -0.318 -0.140
0.046 0.087 0.248
-0.032 0.375 -0.204
-0.074 -0.091 0.111
-0.368 -0.197 0.325
-0.349 0.132 0.917
-0.082 0.028 -0.233
-0.352 -0.788 -0.684
-0.055 0.069 -0.188
-0.051 0.172 -0.091
-0.003 -0.206 -0.100
-0.011 -0.037 0.055
0.059 -0.015 -0.054
-0.083 0.030 0.053
0.009 -0.087 0.064
-0.013 0.097 -0.006
0.062 0.058 0.003
-0.093 0.133 -0.077
-0.016 0.023 0.009
0.000 -0.004 -0.029
0.396 0.069 -0.146
-0.061 0.019 0.024
0.017 0.224 0.342
-0.495 -0.656 -0.576
0.738 0.845 0.038
0.150 0.157 0.074
-0.065 0.094 -0.127
0.049 0.035 0.014
-0.061 0.083 0.019
-0.008 -0.036 0.137
0.102 -0.404 0.040
1.357 0.312 -0.033
0.052 -0.019 0.024
0.003 -0.056 0.008
0.009 0.012 0.004
-0.034 -0.047 -0.030
-0.043 0.004 -0.050
-0.142 0.075 0.097
0.044 -0.030 -0.050
0.012 -0.025 -0.009
-0.184 0.030 0.286
0.003 -0.017 0.044
0.080 -0.055 -0.114
0.173 0.034 0.349
0.051 -0.279 -0.028
0.158 -0.077 -0.067
0.046 -0.091 -0.035
-0.373 0.234 -0.051
0.069 -0.098 0.021
-0.103 0.315 0.011
0.322 -0.424 -0.210
-0.248 -0.188 -0.294
0.056 0.001 0.015
0.061 -0.015 0.001
-0.012 -0.015 0.010
0.007 -0.034 -0.018
0.017 0.009 -0.015
-0.021 0.009 0.008
0.065 -0.062 -0.078
-0.094 0.321 -0.184
-0.003 0.055 -0.033
0.001 -0.093 0.046
0.007 0.021 0.012
-0.009 -0.044 -0.028
0.012 0.047 0.004
0.001 -0.032 -0.126
-0.001 0.047 0.010
-0.028 -0.002 0.696
0.007 0.201 -0.305
0.160 0.616 -0.532
-0.018 0.001 -0.004
0.014 0.010 -0.002
0.012 -0.006 -0.003
0.015 -0.002 -0.001

Multiplicity   2
Net charge   0
Maximum force   1.749 eV Å⁻¹
Frontier orbital gap (alpha / beta)   5.376 / 5.292 eV